This record from OMol25 describes a molecular structure, C8H13N. The level of theory is wB97M-V/def2-TZVPD.

Its energy relative to the best compared isomer or geometry (same formula, charge and spin) is 58.1 kcal/mol. The net charge is 0. As for the strongest force on any atom: 0.0541 hartree/bohr. The molar mass is 123.2 Da. For the HOMO-LUMO gap, the calculation gives 9.9 eV. The value obtained for the HOMO energy is -8.818 eV. As for the total energy: -9994.32182 eV.

XYZ file:
```
22
C8H13N | OMol25 | wB97M-V/def2-TZVPD
C 2.678 -0.359 -0.392
C 1.580 -0.228 0.671
C 0.510 0.779 0.258
C -0.912 0.891 0.855
C -0.369 0.444 -0.983
C -1.060 -0.823 -0.600
C -2.506 -0.848 -0.190
C -1.424 -0.550 0.848
H 3.607 -0.902 -0.119
H 3.013 0.693 -0.669
H 2.317 -0.848 -1.312
H 1.073 -1.164 0.832
H 2.071 0.059 1.628
H 0.920 1.805 0.146
H -1.009 1.502 1.747
H -1.001 2.429 -0.530
H -0.139 0.528 -2.017
H -0.598 -1.797 -0.915
H -2.958 -1.795 -0.080
H -3.209 -0.088 -0.466
H -1.219 -1.190 1.722
N -1.366 1.464 -0.433
```

These are the natural (NBO) partial charges, in e, on atoms 1 to 2: -0.61 -0.43